# 1
The molecule C5H12N2 in a non-equilibrium geometry, computed with the ωB97M-V functional and the def2-TZVPD basis.

Geometry as ORCA input:
```
! wB97M-V def2-TZVPD RIJCOSX def2/J DEFGRID3
* xyz 0 1
H 0.238 2.395 -1.327
H 1.434 2.341 -0.022
H 1.082 -1.424 0.150
H -0.435 -0.585 -2.024
C -0.727 0.953 1.367
H -0.658 -2.980 1.660
H -1.832 -1.754 1.140
H -0.016 1.551 1.944
H 1.905 1.921 -1.669
C -0.882 -2.237 0.892
C 1.099 1.836 -0.934
C 0.015 0.025 0.453
H -1.010 -2.755 -0.063
N 0.553 -0.399 -1.853
N 0.204 -1.270 0.811
H 0.988 -0.070 -2.707
H -1.349 1.644 0.790
C 0.763 0.383 -0.683
H -1.373 0.427 2.076
*
```

Computed properties:
* LUMO level: 0.83 eV
* strongest force on any atom: 3.68 eV/A
* calculated total energy: -8357.6869 eV
* energy above the lowest of the compared OMol25 structures with the same formula, charge and spin: 56.5 kcal/mol
* HOMO level: -6.6 eV
* gap between HOMO and LUMO: 7.471 eV


# 2
A cluster of 2 separate species, C5H12N2 in total in a non-equilibrium geometry, computed with the ωB97M-V functional and the def2-TZVPD basis.

Geometry as ORCA input:
```
! wB97M-V def2-TZVPD RIJCOSX def2/J DEFGRID3
* xyz 0 1
H 1.743 0.231 -0.730
H -1.800 0.674 0.448
H 0.613 2.034 0.328
H 0.269 -1.247 -1.973
C 1.202 -0.974 1.053
H -0.791 -1.380 1.309
C 0.872 -0.157 -0.215
H -0.796 -1.388 -0.477
C -1.241 0.405 -1.478
H -1.521 2.244 -0.337
H 0.434 -0.679 1.902
N 1.961 -0.624 2.114
C -1.125 1.232 -0.216
H -0.738 0.994 -2.289
C -0.189 -0.710 -1.158
H -2.173 -0.115 -1.717
H 1.804 0.356 2.365
N 0.199 1.117 0.349
H 1.277 -2.011 0.722
*
```

Computed properties:
* LUMO level: -0.18 eV
* strongest force on any atom: 4.17 eV/A
* calculated total energy: -8353.3136 eV
* energy above the lowest of the compared OMol25 structures with the same formula, charge and spin: 157.3 kcal/mol
* HOMO level: -8.1 eV
* gap between HOMO and LUMO: 7.957 eV


# 3
A cluster of 2 separate species, C5H12N2 in total in a non-equilibrium geometry, computed with the ωB97M-V functional and the def2-TZVPD basis.

Geometry as ORCA input:
```
! wB97M-V def2-TZVPD RIJCOSX def2/J DEFGRID3
* xyz 0 1
C 0.742 -0.240 1.190
C -1.970 -0.201 -0.310
H 0.058 1.309 2.483
H 1.210 0.090 3.254
C 0.694 0.443 2.377
H 2.390 -1.107 -0.906
H 3.323 -0.122 0.088
H 1.327 -1.154 1.320
N 1.262 0.415 0.022
H -2.486 -2.171 -0.982
H -1.736 1.196 -1.971
H -1.259 -1.277 -1.898
C 2.482 -0.058 -0.603
H 0.807 1.304 -0.135
H -2.925 1.663 -0.866
N -1.891 -1.366 -1.113
H -2.754 -0.331 0.433
H 2.785 0.580 -1.433
C -2.058 1.026 -0.953
*
```

Computed properties:
* LUMO level: 0.75 eV
* strongest force on any atom: 5.70 eV/A
* calculated total energy: -8354.5455 eV
* energy above the lowest of the compared OMol25 structures with the same formula, charge and spin: 128.9 kcal/mol
* HOMO level: -7.3 eV
* gap between HOMO and LUMO: 8.016 eV


# 4
The molecule C5H12N2 in a non-equilibrium geometry, computed with the ωB97M-V functional and the def2-TZVPD basis.

Geometry as ORCA input:
```
! wB97M-V def2-TZVPD RIJCOSX def2/J DEFGRID3
* xyz 0 1
C 0.878 0.108 0.878
H -1.343 -0.928 -1.853
C -1.432 -1.519 0.250
C 1.966 0.984 0.255
N -0.562 0.049 -0.119
H -1.232 1.960 0.335
H -0.703 1.746 -1.358
H 0.176 -1.662 -1.224
H 1.607 -1.712 0.542
C -0.729 -1.117 -0.975
H 2.662 1.281 1.041
H 0.343 0.669 1.657
H 2.533 0.429 -0.495
N 1.245 -1.127 1.297
C -1.226 1.278 -0.516
H 1.580 1.898 -0.203
H -2.264 1.101 -0.812
H -2.468 -1.221 0.339
H -1.032 -2.218 0.961
*
```

Computed properties:
* LUMO level: 0.59 eV
* strongest force on any atom: 2.79 eV/A
* calculated total energy: -8355.3340 eV
* energy above the lowest of the compared OMol25 structures with the same formula, charge and spin: 110.7 kcal/mol
* HOMO level: -6.9 eV
* gap between HOMO and LUMO: 7.501 eV


# 5
The molecule C5H12N2 in a non-equilibrium geometry, computed with the ωB97M-V functional and the def2-TZVPD basis.

Geometry as ORCA input:
```
! wB97M-V def2-TZVPD RIJCOSX def2/J DEFGRID3
* xyz 0 1
H -2.139 -0.120 0.183
H 1.043 3.315 -0.149
H -1.728 -1.326 -1.021
N 2.453 1.880 -0.598
C 1.138 2.244 -0.283
H -0.650 1.716 0.670
H -0.586 0.428 -1.991
H -0.079 -2.453 0.075
N -1.404 -2.357 1.621
H 0.289 -1.072 1.090
C -0.324 0.274 -0.946
H -1.048 -3.289 1.753
H -1.456 -1.803 2.462
H 0.614 -0.293 -1.084
H 3.005 2.667 -0.916
C -1.309 -0.674 -0.245
C 0.128 1.385 -0.012
C -0.538 -1.647 0.650
H 2.591 1.125 -1.260
*
```

Computed properties:
* LUMO level: 0.96 eV
* strongest force on any atom: 3.16 eV/A
* calculated total energy: -8357.9000 eV
* energy above the lowest of the compared OMol25 structures with the same formula, charge and spin: 51.6 kcal/mol
* HOMO level: -7.7 eV
* gap between HOMO and LUMO: 8.622 eV


# 6
The molecule C5H12N2 in a non-equilibrium geometry, computed with the ωB97M-V functional and the def2-TZVPD basis.

Geometry as ORCA input:
```
! wB97M-V def2-TZVPD RIJCOSX def2/J DEFGRID3
* xyz 0 1
C 2.411 -1.206 0.679
H -1.449 2.364 -2.142
C -0.036 -0.709 0.583
N -1.684 1.375 -2.214
H -0.115 0.962 1.808
C -0.827 0.490 1.117
H 2.359 -2.286 0.540
C -1.917 0.996 -0.883
H 1.676 0.608 -0.035
H -1.652 0.262 1.802
H -0.745 -1.186 -0.107
H 2.329 -0.946 1.737
N -1.189 1.411 0.060
H 1.235 -0.749 -1.103
H 3.421 -0.902 0.387
C 1.323 -0.421 -0.066
H -2.684 0.226 -0.701
H -2.514 1.215 -2.774
H 0.058 -1.504 1.311
*
```

Computed properties:
* LUMO level: 1.11 eV
* strongest force on any atom: 1.88 eV/A
* calculated total energy: -8358.7488 eV
* energy above the lowest of the compared OMol25 structures with the same formula, charge and spin: 32.0 kcal/mol
* HOMO level: -8.8 eV
* gap between HOMO and LUMO: 9.874 eV


# 7
The molecule C5H12N2 in a non-equilibrium geometry, computed with the ωB97M-V functional and the def2-TZVPD basis.

Geometry as ORCA input:
```
! wB97M-V def2-TZVPD RIJCOSX def2/J DEFGRID3
* xyz 0 1
H 2.862 -1.028 1.189
H 0.933 0.294 2.577
C -1.103 1.265 -0.738
H 1.637 -2.157 0.821
H 0.796 1.584 0.668
C 0.898 -0.384 1.734
N -2.261 1.189 -1.486
C 0.921 0.519 0.449
C -0.250 0.252 -0.498
N -0.364 -0.987 -1.210
H 0.541 -1.220 -1.602
H 1.884 0.674 -0.073
H -0.062 -0.873 1.562
H -2.340 0.407 -2.106
H 2.317 -1.902 2.548
C 1.956 -1.479 1.612
H -0.481 -1.746 -0.541
H -3.117 1.484 -1.053
H -0.926 2.245 -0.309
*
```

Computed properties:
* LUMO level: 1.05 eV
* strongest force on any atom: 2.42 eV/A
* calculated total energy: -8358.6533 eV
* energy above the lowest of the compared OMol25 structures with the same formula, charge and spin: 34.2 kcal/mol
* HOMO level: -7.8 eV
* gap between HOMO and LUMO: 8.851 eV